# C2H3BrClNO3

A 2-piece molecular cluster, C2H3BrClNO3 overall in a non-equilibrium geometry (the ωB97M-V functional and the def2-TZVPD basis, OMol25).

Geometry as XYZ:
```
11
Properties=species:S:1:pos:R:3:nbo_charge:R:1
Br 1.78082 0.63476 -1.15801 0.4121
Cl 0.47217 -2.52019 -1.05805 -0.6107
O -0.48881 1.52695 -2.02162 -0.3202
O -2.03026 1.06478 -0.62870 -0.3058
O 0.95910 -0.74734 1.64895 -0.6587
N -0.90224 0.98048 -1.02090 0.4208
C 0.20003 0.39130 -0.32648 0.1876
C -0.04617 -0.08261 1.01405 -0.2096
H 1.56703 -1.19815 1.02698 0.5125
H -0.56417 0.53927 1.80507 0.2867
H -0.94750 -0.58925 0.71871 0.2855
```

The calculation puts the gap between HOMO and LUMO (spin up / spin down) at 5.521 / 5.542 eV. The value obtained for the LUMO energy (spin up / spin down) is -0.1487 / -0.1483 Eh. The value obtained for the HOMO energy (spin up / spin down) is -9.57 / -9.58 eV. The molecular weight is 204.41 g mol⁻¹.

# C24H26N4SiTl

C24H26N4SiTl as an isolated structure in a non-equilibrium geometry (the ωB97M-V functional and the def2-TZVPD basis, OMol25).

Geometry as XYZ:
```
56
Properties=species:S:1:pos:R:3:mulliken_charge:R:1
Tl 0.73906 3.17759 1.17743 0.8653
Si 1.69713 -1.60223 -0.22457 0.5694
N -1.41892 4.36799 0.31190 -0.2637
N -0.94337 4.06543 -3.39476 -0.0843
N 0.64369 3.75626 -1.86614 -0.3413
N -2.93513 4.71286 -1.26524 -0.1208
C 1.37801 1.65321 0.07236 -0.6971
C -2.25809 -0.54587 1.30256 -0.9263
C 1.86881 -1.54712 3.91146 -0.4572
C -0.64315 4.09055 -2.04893 0.2019
C 1.63324 -3.49905 1.89892 -0.3364
C -1.63833 -0.85645 2.54620 -0.1009
C 1.81132 -3.21678 -2.44574 -0.4530
C 1.62753 -2.12478 1.57172 1.0018
C 0.55480 -5.12612 -3.20282 -0.3208
C 0.20461 3.69765 -4.08062 -0.4446
C -1.21676 0.35951 3.13930 -1.1752
C 1.88212 -2.90157 4.23977 -0.5845
C -1.58679 1.42306 2.27509 -0.2232
C -2.22349 0.86233 1.13252 -0.0847
C -1.62855 4.38618 -1.01782 0.3289
C 1.63218 -4.24647 -3.37501 -0.7211
C -0.31737 -4.97932 -2.11424 -0.5992
C -0.11823 -3.92986 -1.17589 0.1622
C 1.16213 3.48915 -3.11356 -0.3946
C 0.97995 -3.02974 -1.31402 0.1159
C -3.56007 4.94344 -0.05102 -0.4694
C 1.78136 -3.87678 3.24276 -0.5941
C 1.73765 -1.14858 2.58550 -0.5620
C -2.61170 4.72209 0.91561 -0.5233
H 0.64772 -0.61580 -0.62076 -0.1894
H -1.50565 -1.85017 2.96224 0.4593
H -0.69804 0.47901 4.09053 0.4648
H 2.69786 -2.59884 -2.56547 0.2129
H 0.46289 1.08526 -0.15851 -0.3118
H -1.85125 4.26849 -3.81878 0.2105
H 0.42446 -5.93250 -3.92702 0.3594
H 1.71886 -0.09136 2.29924 -0.1089
H 2.35120 -4.34911 -4.18935 0.3647
H 0.24152 3.57542 -5.15383 0.4333
H 1.56366 -4.25816 1.09753 0.3817
H -0.80048 -3.87155 -0.32449 0.4149
H -2.68953 -1.26120 0.60192 0.4253
H -1.13570 -5.71170 -1.98273 0.3412
H -2.62068 1.42532 0.28842 0.4138
H 2.14178 1.06361 0.62405 0.4937
H -4.58087 5.27042 0.03743 0.4558
H -3.36974 4.76749 -2.17951 0.2061
H 1.81957 2.02791 -0.85378 0.4078
H -2.67990 4.81081 1.98593 0.4708
H 2.17608 3.13995 -3.23420 0.4476
H 3.09956 -2.02762 -0.51672 -0.1686
H -1.44375 2.48734 2.48377 0.8009
H 1.83470 -4.93878 3.48113 0.3963
H 1.98925 -3.19828 5.27099 0.4116
H 1.97287 -0.77257 4.66922 0.4388
```

The calculation puts the gap between HOMO and LUMO (spin up / spin down) at 3.827 / 3.797 eV. The net charge is +1. The value obtained for the LUMO energy (spin up / spin down) is -0.2197 / -0.2208 Eh. The value obtained for the HOMO energy (spin up / spin down) is -9.80 / -9.81 eV. The molecular weight is 602.97 g mol⁻¹.

# C7H7NS

The molecule C7H7NS (the ωB97M-V functional and the def2-TZVPD basis, OMol25).

Geometry as XYZ:
```
16
Properties=species:S:1:pos:R:3:nbo_charge:R:1
S 2.89368 -0.00459 0.02126 0.4268
N 1.82264 -1.33804 0.19724 -0.7383
C -0.61540 -1.46013 0.13708 -0.3270
C 0.52199 1.42152 0.08158 0.0715
C -0.76597 1.46903 0.33754 -0.2913
C -1.82264 0.62716 -0.20492 -0.2117
C 0.58140 -1.12117 -0.35979 0.0313
C -1.79088 -0.72013 -0.26103 -0.1808
C 1.77740 1.38691 -0.24118 -0.4711
H 1.79038 -1.69665 1.14677 0.3846
H -1.10650 2.15438 1.11113 0.2253
H 0.61876 -0.57619 -1.29106 0.2100
H -2.71553 -1.25822 -0.43356 0.2089
H -2.76575 1.13349 -0.37282 0.2109
H 2.28390 2.12849 -0.83966 0.2432
H -0.70746 -2.14587 0.97142 0.2078
```

The SMILES is C1=C/C=C\C=C\NSC=1. The calculation puts the gap between HOMO and LUMO at 8.799 eV. The value obtained for the LUMO energy is 0.0267 Eh. The value obtained for the HOMO energy is -8.07 eV. The molecular weight is 137.21 g mol⁻¹.

# C9H16CuF3N2O6S

C9H16CuF3N2O6S as an isolated structure (the ωB97M-V functional and the def2-TZVPD basis, OMol25).

Geometry as XYZ:
```
38
Properties=species:S:1:pos:R:3:nbo_charge:R:1
Cu 0.02818 0.47246 0.61621 0.8657
S 1.51891 -0.42865 2.46864 2.3206
F 2.40811 1.80405 3.55560 -0.3138
F 2.36220 1.84780 1.39983 -0.3273
F 3.88614 0.71624 2.42384 -0.3164
O 2.02073 -1.20965 3.55445 -0.9325
O -1.22334 1.50040 -0.58028 -0.6832
O 0.17308 0.13326 2.64277 -1.0183
O 1.17557 0.39718 -1.57791 -0.6557
O 1.70280 -0.96886 1.12426 -1.0272
O -0.84807 -1.22842 -0.84291 -0.5224
N 2.45357 -1.26519 -2.42662 -0.4213
N -2.63510 1.59262 -2.32781 -0.4118
C -2.65269 3.04679 -2.30357 -0.4172
C -1.87559 -0.60517 -1.56822 -0.1549
C -3.43653 0.95440 -3.35639 -0.4142
C 0.21404 -1.79140 -1.57909 -0.1599
C 2.60355 1.06942 2.46437 0.6921
C 3.60553 -0.39182 -2.56954 -0.4177
C 2.70447 -2.67302 -2.65130 -0.4098
C 1.32776 -0.78141 -1.86349 0.6706
C -1.86424 0.91961 -1.45342 0.6794
H -2.35575 3.43616 -3.27898 0.2001
H -3.65524 3.40829 -2.06841 0.1994
H -1.95702 3.39616 -1.54877 0.2528
H -4.26526 1.61593 -3.60250 0.2185
H -2.82586 -0.94068 -1.13561 0.2165
H -1.85685 -0.91688 -2.61602 0.1919
H 3.96107 -0.40642 -3.60148 0.1934
H -3.86401 0.01607 -3.00969 0.2093
H 3.31231 -2.78250 -3.54994 0.2078
H 0.60362 -2.60366 -0.96530 0.2336
H 4.41261 -0.72476 -1.91275 0.2023
H 1.78228 -3.22618 -2.81046 0.2058
H 3.24477 -3.12080 -1.81250 0.2066
H 3.31818 0.61758 -2.29551 0.2502
H -0.15556 -2.21363 -2.52145 0.1855
H -2.86206 0.77370 -4.26906 0.2013
```

The calculation puts the gap between HOMO and LUMO at 8.054 eV. The value obtained for the LUMO energy is 0.0058 Eh. The value obtained for the HOMO energy is -7.90 eV. The molecular weight is 400.84 g mol⁻¹.

# C18H40FN11O28

A 12-piece molecular cluster, C18H40FN11O28 overall in a non-equilibrium geometry (the ωB97M-V functional and the def2-TZVPD basis, OMol25).

Geometry as XYZ:
```
98
Properties=species:S:1:pos:R:3:mulliken_charge:R:1
F 3.45134 0.38006 5.63129 -0.1574
O 4.02492 1.77956 0.93800 -0.5837
O -0.49159 1.14997 2.84952 -0.1963
O -5.86074 0.12997 0.77646 -0.4463
O -7.57461 2.78591 4.19916 -0.5576
O -1.37226 -2.40859 0.24375 -0.5836
O -10.88582 2.00394 -1.12527 -0.5179
O 7.16264 0.95312 4.92684 -0.4872
O 2.58951 -7.06535 -6.80043 -0.5003
O 8.35536 0.70058 6.76181 -0.5160
O -2.54656 -0.00136 -2.18983 -0.5175
O 3.84262 3.14579 4.24913 -0.4301
O -1.29124 -1.78655 2.35562 -0.5674
O 4.09578 -8.23531 -7.90307 -0.5018
O 3.41990 -2.76138 -6.67358 -0.5221
O -10.89666 3.96495 -2.12917 -0.5246
O -2.52354 2.72082 2.98067 -0.5629
O 5.37825 -3.40455 -7.45119 -0.5173
O 3.41616 0.72757 -4.10141 -0.5298
O 2.00448 3.77333 5.75177 -0.5632
O 3.42774 -1.67525 -2.52292 -0.4729
O -4.08384 -1.42243 -1.50368 -0.4719
O 3.85228 0.32780 2.58604 -0.5098
O 4.95344 2.14864 -4.78756 -0.5331
O -7.80638 1.14291 0.57181 -0.3730
O 1.94726 -1.52539 5.99138 -0.5181
O -1.78125 1.03205 4.74851 -0.3494
O 3.50876 -1.05322 -0.41105 -0.5738
O -7.40196 4.23768 2.55112 -0.5458
N 3.03982 -1.01151 -1.55443 0.8825
N -1.76018 -1.74485 1.21224 1.0264
N 4.56001 -3.22168 -6.54232 0.8740
N -10.60596 3.20624 -1.19707 0.8453
N -7.01944 3.25685 3.19965 0.9516
N 3.32551 -7.27703 -7.77123 0.8261
N 7.41576 1.17903 6.11592 0.8146
N -7.08979 0.13758 0.64111 0.6634
N 4.19089 1.18851 -4.94775 0.8418
N -3.30911 -0.96149 -2.35002 0.9225
N 4.40744 0.79873 1.58653 0.9344
C 1.32581 2.64264 3.44382 -0.1345
C -9.85034 3.78858 -0.05520 -0.5340
C -1.70692 1.75656 3.43592 0.4908
C 2.39290 3.23052 4.57266 0.3658
C 3.28402 -6.29138 -8.88510 -0.6622
C 4.21102 0.53112 -6.28243 -0.6958
C -7.77348 -1.18104 0.55310 -0.8311
C 1.37664 -0.16261 3.86142 -0.1662
C -0.38039 1.24642 5.24265 -0.3270
C -2.89510 -0.81228 0.97516 -0.8795
C -5.77814 2.57783 2.73915 -0.5746
C 6.50356 2.11244 6.83047 -0.5691
C 1.90490 -0.07895 -1.79150 -0.6336
C 4.99134 -3.59074 -5.16693 -0.6955
C 5.64874 0.11971 1.12603 -0.8389
C 2.28234 -0.44979 5.23520 0.3647
C -3.28898 -1.61888 -3.68470 -0.8149
C 0.56781 1.26388 3.90478 0.4757
H 6.02766 0.63761 0.24245 0.3154
H -2.58180 -0.09988 0.20927 0.2926
H 0.61230 -1.07381 3.79863 0.1586
H -3.12959 -0.29670 1.90882 0.2643
H -6.03747 1.54464 2.49894 0.0692
H 6.84397 2.21800 7.86269 0.3098
H -3.74643 -1.40800 0.63930 0.3986
H -7.02501 -1.97270 0.62789 0.3007
H -8.48222 -1.24074 1.38158 0.3280
H -5.39922 3.09572 1.85557 0.2762
H 2.11768 -0.24871 2.95805 0.2154
H 1.89746 2.54019 2.40235 0.2483
H 0.51233 3.50240 3.29297 0.2815
H 3.49485 -0.29327 -6.28098 0.2567
H -0.24834 0.40442 6.04564 0.3318
H 3.93271 1.28257 -7.02414 0.2937
H -10.45817 3.65893 0.84258 0.2743
H -5.05394 2.62633 3.55490 0.3966
H 2.21820 0.63345 -2.55740 0.3411
H -4.00515 -2.44327 -3.68325 0.3090
H -8.90461 3.24842 0.02382 0.1456
H 5.38941 -0.91348 0.88582 0.3594
H 1.67041 0.43663 -0.85785 0.1171
H 4.17636 -3.37760 -4.47202 0.2680
H -0.43837 2.36916 5.57258 0.2826
H 5.22434 0.16133 -6.45234 0.2905
H 5.87103 -2.99057 -4.92530 0.2860
H 1.05357 -0.67466 -2.12737 0.3810
H 6.54182 3.07241 6.31158 0.2520
H -8.28463 -1.22348 -0.41093 0.3165
H 4.28801 -5.87661 -8.99570 0.2650
H -3.56729 -0.86743 -4.42642 0.3203
H 6.37294 0.16821 1.94178 0.2538
H 2.97306 -6.82486 -9.78574 0.2830
H -2.27566 -1.98867 -3.85461 0.2808
H 2.56751 -5.50605 -8.63535 0.2870
H 5.22651 -4.65701 -5.17027 0.3143
H 5.50029 1.68257 6.79734 0.1866
H -9.67398 4.84815 -0.25198 0.3223
H 3.91477 3.44667 3.29615 0.3345
```

The SMILES is O=C(O)C[C@@]1(CC(=O)F)COC(=O)O1.C[N+](=O)[O-].C[N+](=O)[O-].C[N+](=O)[O-].C[N+](=O)[O-].C[N+](=O)[O-].C[N+](=O)[O-].C[N+](=O)[O-].C[N+](=O)[O-].C[N+](=O)[O-].C[N+](=O)[O-].C[N+](=O)[O-]. The calculation puts the gap between HOMO and LUMO at 10.096 eV. The value obtained for the LUMO energy is -0.0258 Eh. The value obtained for the HOMO energy is -10.80 eV. The molecular weight is 877.57 g mol⁻¹.

# C9H9BNO5PS

The molecule C9H9BNO5PS in a non-equilibrium geometry (the ωB97M-V functional and the def2-TZVPD basis, OMol25).

Geometry as XYZ:
```
27
Properties=species:S:1:pos:R:3:nbo_charge:R:1
S -3.00488 3.22108 -0.37703 -0.4996
P -1.17760 2.87577 0.08420 1.7289
O -0.22952 3.67386 -1.06614 -0.9517
O -0.69562 3.48931 1.55442 -0.9418
O 3.13997 -1.37776 -1.96425 -0.8743
O -3.77934 0.71214 1.32974 -0.4384
O -2.73660 -3.26514 0.91121 -0.4625
N -3.56661 -1.23178 -0.00774 -0.7536
C -2.55437 -2.19353 0.43688 0.6924
C 3.53500 -1.54549 0.61631 -1.0055
C 0.72922 0.66898 -0.32054 -0.2160
C 0.10856 -1.82731 -0.16225 -0.1696
C -3.12118 0.00720 0.64838 0.6974
C -1.23550 -1.40045 0.14615 -0.1171
C 1.10434 -0.75419 -0.38055 -0.3317
C -0.65467 1.09714 -0.00175 -0.3051
C -1.60444 0.02930 0.24498 -0.1291
B 2.61683 -1.22257 -0.67794 1.0129
H -3.65867 -1.16176 -1.02284 0.4120
H 4.52284 -1.02591 0.55597 0.2479
H 3.66509 -2.64177 0.79489 0.2577
H 0.23084 3.78053 1.42295 0.4927
H 3.00609 -1.12881 1.52122 0.2320
H 2.80708 -0.67530 -2.55482 0.4984
H 0.69153 3.35068 -1.02759 0.4773
H 1.50699 1.45343 -0.49951 0.2010
H 0.35460 -2.90768 -0.20439 0.2454
```

The SMILES is CB(O)c1cc2c(c(P(O)(O)=S)c1)C(=O)NC2=O. The calculation puts the gap between HOMO and LUMO at 8.307 eV. The value obtained for the LUMO energy is -0.0339 Eh. The value obtained for the HOMO energy is -9.23 eV. The molecular weight is 285.03 g mol⁻¹.